No. 1
A single C4H5ClOS molecule in a non-equilibrium geometry. Source: the Open Molecules 2025 dataset; level of theory: ωB97M-V with the def2-TZVPD basis set.

Results
**SMILES**: S=CC1(Cl)COC1
**Lowest unoccupied orbital energy**: -0.65 eV
**Gap between HOMO and LUMO**: 0.3153 Ha
**Strongest force on any atom**: 1.87 eV/Å
**Energy relative to the best compared isomer or geometry (same formula, charge and spin)**: 34.0 kcal per mole

```
! wB97M-V def2-TZVPD RIJCOSX def2/J DEFGRID3
* xyz 0 1
C -0.18 -0.47 -0.05
C -0.62 0.71 0.87
C -0.14 0.63 -1.13
C 1.09 -1.09 0.36
H -0.07 0.95 1.77
H -1.67 0.66 1.15
H 0.78 0.73 -1.71
H -1.06 0.53 -1.82
H 0.99 -1.79 1.19
O -0.28 1.66 -0.16
S 2.56 -0.76 -0.20
Cl -1.40 -1.75 -0.26
*
```

---

No. 2
A molecular structure, C8H10O5PTl in a non-equilibrium geometry. Source: the Open Molecules 2025 dataset; level of theory: ωB97M-V with the def2-TZVPD basis set.

Results
**Lowest unoccupied orbital energy**: -10.03 eV
**Gap between HOMO and LUMO**: 0.2882 Ha
**Strongest force on any atom**: 3.34 eV/Å
**Energy relative to the best compared isomer or geometry (same formula, charge and spin)**: 0.0 kcal per mole

```
! wB97M-V def2-TZVPD RIJCOSX def2/J DEFGRID3
* xyz 2 1
O 3.73 1.57 -3.71
C 3.24 1.30 -2.71
Tl 1.67 0.22 0.03
O 2.00 -2.02 -2.97
C 1.78 -1.44 -2.01
C 0.36 -2.29 1.34
O -0.01 -3.26 1.82
C 1.35 1.04 2.69
O 1.20 1.29 3.79
C 3.84 -1.20 1.22
O 4.67 -1.84 1.66
H 2.49 1.82 0.31
C -2.10 1.86 -0.77
P -1.06 0.51 -0.07
C -2.02 0.17 1.45
C -1.75 -0.90 -1.02
H -1.99 2.77 -0.16
H -3.16 1.56 -0.76
H -1.80 2.07 -1.81
H -3.08 0.13 1.19
H -1.76 -0.80 1.88
H -1.86 0.97 2.19
H -2.84 -0.81 -0.99
H -1.41 -0.87 -2.06
H -1.50 -1.86 -0.56
*
```

---

No. 3
9 unconnected molecules or ions with the total composition C27H48O15 in a non-equilibrium geometry. Source: the Open Molecules 2025 dataset; level of theory: ωB97M-V with the def2-TZVPD basis set.

Results
**SMILES**: O=C1CCCO1.O=C1CCCO1.O=C1CCCO1.O=C1CCCO1.O=C1CCCO1.O=C1CCCO1.CO.CO.CO
**Lowest unoccupied orbital energy**: 0.18 eV
**Gap between HOMO and LUMO**: 0.3578 Ha
**Strongest force on any atom**: 4.96 eV/Å
**Energy relative to the best compared isomer or geometry (same formula, charge and spin)**: 36.8 kcal per mole

```
! wB97M-V def2-TZVPD RIJCOSX def2/J DEFGRID3
* xyz 0 1
O -5.04 1.61 3.78
C -4.39 2.33 3.09
O -4.00 3.51 3.53
C -3.48 4.37 2.50
C -3.03 3.37 1.48
C -3.99 2.16 1.65
H -2.64 4.94 2.92
H -4.34 4.91 2.10
H -1.98 3.14 1.62
H -3.03 3.80 0.48
H -3.48 1.22 1.45
H -4.91 2.26 1.07
O 3.54 4.46 -0.40
C 3.19 3.67 0.48
O 2.42 2.65 0.20
C 2.15 1.81 1.28
C 3.03 2.22 2.44
C 3.52 3.58 1.92
H 2.20 0.77 0.96
H 1.11 2.02 1.55
H 3.85 1.52 2.54
H 2.47 2.26 3.37
H 4.60 3.66 2.06
H 3.04 4.38 2.48
O 0.00 4.34 -4.77
C 0.64 3.32 -4.44
O 1.22 2.61 -5.44
C 1.79 1.37 -5.00
C 1.59 1.47 -3.44
C 0.76 2.68 -3.07
H 2.87 1.30 -5.18
H 1.15 0.55 -5.31
H 2.57 1.60 -2.98
H 1.13 0.55 -3.06
H 1.37 3.22 -2.34
H -0.24 2.46 -2.70
O 3.64 -1.23 2.59
C 2.89 -2.17 2.29
O 1.98 -2.08 1.33
C 1.28 -3.27 1.16
C 2.04 -4.28 1.98
C 2.80 -3.49 2.95
H 1.36 -3.64 0.14
H 0.23 -3.17 1.41
H 2.76 -4.85 1.39
H 1.33 -4.96 2.45
H 3.84 -3.78 3.05
H 2.31 -3.50 3.93
O 2.66 -1.59 -5.30
C 2.26 -2.25 -4.35
O 1.08 -2.04 -3.83
C 0.93 -2.88 -2.69
C 2.37 -3.18 -2.24
C 3.02 -3.27 -3.62
H 0.30 -3.74 -2.88
H 0.49 -2.36 -1.84
H 2.52 -4.18 -1.83
H 2.76 -2.36 -1.63
H 2.89 -4.22 -4.13
H 4.08 -3.03 -3.75
O -1.94 -3.40 3.05
C -1.46 -2.34 3.49
O -0.27 -2.40 3.99
C 0.14 -1.18 4.53
C -0.80 -0.08 3.88
C -2.08 -0.89 3.57
H 1.15 -1.01 4.17
H 0.12 -1.18 5.62
H -0.37 0.33 2.97
H -0.97 0.85 4.41
H -2.47 -0.55 2.61
H -2.80 -0.81 4.38
C -4.34 1.66 -1.78
O -2.96 1.99 -1.90
H -4.62 1.18 -2.72
H -4.44 0.94 -0.97
H -4.99 2.53 -1.71
H -2.90 2.89 -2.23
C -0.73 -0.28 -0.38
O -1.26 0.82 0.30
H -0.68 0.02 -1.43
H 0.27 -0.45 0.00
H -1.39 -1.14 -0.24
H -1.89 1.22 -0.31
C -2.49 -3.47 -3.05
O -2.88 -2.26 -2.38
H -3.39 -4.03 -3.28
H -2.13 -3.08 -4.00
H -1.69 -3.99 -2.53
H -3.21 -2.47 -1.51
*
```

---

No. 4
A molecular structure, C37H38F6N2O3PtSbSiTe. Source: the Open Molecules 2025 dataset; level of theory: ωB97M-V with the def2-TZVPD basis set.

Results
**Lowest unoccupied orbital energy**: 1.74 eV
**Gap between HOMO and LUMO**: 0.2579 Ha
**Strongest force on any atom**: 0.66 eV/Å
**Energy relative to the best compared isomer or geometry (same formula, charge and spin)**: 16.4 kcal per mole

```
! wB97M-V def2-TZVPD RIJCOSX def2/J DEFGRID3
* xyz -1 1
Pt 2.03 -0.11 0.55
O 5.91 -0.66 1.50
C 4.70 -0.56 1.40
O 4.00 -0.70 0.33
C 3.88 -0.25 2.64
C 4.39 -0.42 3.91
C 3.57 -0.21 5.00
C 2.26 0.19 4.78
C 1.81 0.37 3.49
N 2.62 0.17 2.44
H 5.42 -0.74 4.00
H 3.93 -0.36 6.00
H 1.57 0.34 5.60
H 0.81 0.68 3.27
C -2.83 -6.85 -3.33
C -2.24 -5.64 -2.66
C -3.03 -4.58 -2.26
C -2.50 -3.46 -1.61
C -3.49 -2.39 -1.22
C -1.13 -3.40 -1.37
Te -0.32 -1.76 -0.23
N 0.22 0.62 0.72
C -0.19 1.65 1.29
O 0.57 2.70 1.76
C -1.65 1.86 1.56
C -2.23 3.12 1.44
C -3.59 3.28 1.65
C -4.38 2.18 1.99
C -3.79 0.93 2.12
C -2.43 0.76 1.90
C -0.61 -0.45 -1.90
C -1.74 0.37 -1.90
C -2.02 1.23 -2.95
C -1.15 1.27 -4.03
C -0.01 0.48 -4.03
C 0.29 -0.37 -2.96
C 1.57 -1.16 -3.00
C -0.31 -4.48 -1.74
C 1.17 -4.56 -1.44
C -0.88 -5.58 -2.38
H -3.83 -6.64 -3.71
H -2.91 -7.69 -2.63
H -2.21 -7.18 -4.16
H -4.10 -4.62 -2.43
H -4.42 -2.84 -0.88
H -3.72 -1.75 -2.07
H -3.11 -1.75 -0.42
H -1.62 3.97 1.18
H -4.05 4.25 1.55
H -5.44 2.31 2.17
H -4.40 0.07 2.41
H -1.97 -0.21 1.98
H -2.41 0.35 -1.05
H -2.90 1.86 -2.92
H -1.36 1.91 -4.88
H 0.69 0.54 -4.86
H 2.14 -0.92 -3.91
H 1.39 -2.23 -2.98
H 2.21 -0.94 -2.14
H 1.55 -3.67 -0.94
H 1.74 -4.72 -2.35
H 1.36 -5.40 -0.77
H -0.24 -6.41 -2.66
C 2.07 4.94 2.38
Si 1.60 3.79 1.01
C 3.11 3.05 0.22
C 0.58 4.64 -0.30
C 0.17 3.93 -1.43
C -0.66 4.52 -2.38
C -1.09 5.83 -2.21
C -0.69 6.55 -1.10
C 0.14 5.96 -0.15
H 2.72 5.74 2.02
H 2.61 4.39 3.15
H 1.19 5.40 2.84
H 3.51 3.74 -0.54
H 2.89 2.10 -0.28
H 3.89 2.84 0.95
H 0.47 2.90 -1.57
H -0.96 3.95 -3.25
H -1.74 6.28 -2.95
H -1.02 7.57 -0.97
H 0.44 6.54 0.71
F 2.39 -3.01 1.64
Sb 1.17 -3.79 2.85
F 2.10 -5.43 2.67
F 0.01 -4.28 1.44
F -0.03 -4.57 4.09
F 0.23 -2.15 3.00
F 2.28 -3.25 4.29
*
```

---

No. 5
A molecular structure, C21H25N5OS in a non-equilibrium geometry. Source: the Open Molecules 2025 dataset; level of theory: ωB97M-V with the def2-TZVPD basis set.

Results
**Lowest unoccupied orbital energy**: 0.30 eV
**Gap between HOMO and LUMO**: 0.2959 Ha
**Strongest force on any atom**: 16.37 eV/Å
**Energy relative to the best compared isomer or geometry (same formula, charge and spin)**: 537.9 kcal per mole

```
! wB97M-V def2-TZVPD RIJCOSX def2/J DEFGRID3
* xyz 0 1
C -1.18 -4.42 -1.60
H -0.01 -4.64 -1.58
H -1.61 -5.27 -1.69
H -1.34 -3.97 -2.67
C -1.68 -3.70 -0.70
N -1.06 -2.36 -0.49
C 0.05 -2.11 0.31
N 0.50 -0.74 -0.23
N -0.40 -0.20 -1.07
C -1.22 -1.16 -1.25
C -2.48 -0.68 -2.13
N -3.04 0.56 -2.12
C -3.34 0.75 -0.90
C -3.80 0.19 0.27
C -4.31 0.61 1.29
C -4.41 1.96 1.76
C -3.85 2.67 0.67
C -3.44 2.26 -0.48
H -2.95 3.08 -1.40
H -3.93 3.95 0.88
C -4.89 2.57 2.84
H -5.76 3.38 2.89
H -4.05 3.21 3.50
H -5.28 1.84 3.75
H -4.64 0.12 1.95
H -3.73 -0.95 0.10
H -2.35 0.96 -2.50
H -2.08 -0.87 -3.22
H -3.30 -1.63 -1.82
S 0.95 -3.17 1.26
C 2.08 -1.96 2.05
H 1.52 -1.16 2.19
H 2.32 -2.57 3.04
C 3.37 -1.94 1.33
O 4.39 -2.41 1.70
N 3.29 -0.76 0.37
H 2.35 -0.59 -0.05
C 4.36 -0.49 -0.21
C 4.43 1.04 -0.43
C 3.24 1.89 -0.75
C 3.50 3.07 -0.65
C 4.44 3.85 -0.15
C 5.57 2.98 0.03
C 5.55 1.50 0.00
H 6.35 1.12 0.22
H 6.73 3.45 0.32
H 4.71 4.75 -0.33
H 2.70 3.58 -1.08
H 2.47 1.37 -1.28
H 5.14 -0.89 -0.02
H 4.25 -0.80 -1.55
H -2.76 -3.28 -0.70
H -1.34 -3.95 0.31
*
```

---

No. 6
A molecular structure, C46H60BF4IIrP3Si. Source: the Open Molecules 2025 dataset; level of theory: ωB97M-V with the def2-TZVPD basis set.

Results
**Lowest unoccupied orbital energy (alpha / beta)**: -2.83 / -5.32 eV
**Gap between HOMO and LUMO (alpha / beta)**: 0.2801 / 0.1892 Ha
**Strongest force on any atom**: 0.56 eV/Å
**Expectation value of S²**: 0.759
**Energy relative to the best compared isomer or geometry (same formula, charge and spin)**: 0.0 kcal per mole

```
! wB97M-V def2-TZVPD RIJCOSX def2/J DEFGRID3
* xyz 1 2
Ir -0.60 0.30 -0.08
C 5.00 -0.05 -1.65
C 4.42 -0.98 -0.58
C 5.52 -1.91 -0.07
P 2.83 -1.81 -1.13
C 3.28 -2.88 -2.58
C 2.19 -3.93 -2.82
C 3.43 -2.04 -3.85
C 2.59 -3.02 0.23
C 3.33 -4.20 0.26
C 3.21 -5.11 1.29
C 2.33 -4.85 2.33
C 1.58 -3.68 2.30
C 1.68 -2.75 1.26
Si 0.62 -1.20 1.48
C -0.85 -1.67 2.56
C -0.70 -1.87 3.93
C -1.75 -2.31 4.71
C -2.98 -2.58 4.12
C -3.16 -2.35 2.76
C -2.11 -1.86 1.98
P -2.29 -1.43 0.21
C -2.12 -3.03 -0.70
C -0.75 -3.65 -0.55
C -3.20 -4.04 -0.27
C -4.01 -0.85 -0.23
C -5.21 -1.19 0.64
C -4.28 -1.12 -1.72
C 1.79 0.10 2.19
C 2.59 -0.32 3.26
C 3.46 0.54 3.90
C 3.57 1.85 3.46
C 2.83 2.28 2.37
C 1.92 1.43 1.73
P 1.02 1.99 0.24
C 0.18 3.60 0.58
C 0.88 4.59 1.51
C -0.29 4.33 -0.68
C 2.31 2.10 -1.07
C 3.62 2.78 -0.66
C 1.81 2.71 -2.38
H 5.62 -0.62 -2.35
H 5.66 0.68 -1.18
H 4.25 0.48 -2.23
H 4.07 -0.37 0.27
H 5.86 -2.60 -0.85
H 5.21 -2.49 0.80
H 6.38 -1.31 0.23
H 4.23 -3.38 -2.38
H 1.22 -3.46 -2.94
H 2.12 -4.66 -2.01
H 2.41 -4.47 -3.75
H 3.80 -2.66 -4.66
H 2.45 -1.65 -4.17
H 4.10 -1.19 -3.75
H 4.03 -4.42 -0.54
H 3.79 -6.03 1.28
H 2.22 -5.55 3.14
H 0.87 -3.52 3.10
H 0.25 -1.66 4.40
H -1.62 -2.45 5.77
H -3.80 -2.94 4.71
H -4.12 -2.55 2.33
H -2.27 -2.77 -1.75
H -0.54 -3.91 0.49
H 0.04 -2.98 -0.90
H -0.69 -4.57 -1.14
H -3.05 -4.34 0.77
H -3.11 -4.94 -0.89
H -4.21 -3.66 -0.38
H -3.90 0.22 -0.15
H -5.46 -2.26 0.65
H -6.08 -0.67 0.22
H -5.09 -0.84 1.66
H -4.52 -2.16 -1.93
H -3.44 -0.82 -2.35
H -5.14 -0.51 -2.02
H 2.53 -1.35 3.59
H 4.04 0.19 4.74
H 4.26 2.53 3.95
H 2.97 3.29 2.02
H -0.70 3.25 1.11
H 1.84 4.93 1.12
H 1.02 4.19 2.51
H 0.24 5.47 1.60
H 0.51 4.92 -1.12
H -1.09 5.01 -0.40
H -0.68 3.66 -1.45
H 2.51 1.04 -1.24
H 3.45 3.82 -0.35
H 4.29 2.81 -1.51
H 4.13 2.26 0.15
H 1.84 3.79 -2.35
H 0.80 2.41 -2.64
H 2.47 2.39 -3.19
I -0.05 -0.42 -2.48
C -1.53 0.86 -3.24
C -1.69 0.97 -4.59
C -2.65 1.87 -5.09
C -3.38 2.63 -4.23
C -3.22 2.53 -2.82
C -3.99 3.32 -1.94
C -3.82 3.20 -0.59
C -2.89 2.29 -0.06
C -2.10 1.52 -0.88
C -2.26 1.62 -2.29
H -1.10 0.37 -5.27
H -2.78 1.97 -6.16
H -4.11 3.34 -4.61
H -4.71 4.01 -2.36
H -4.41 3.80 0.09
H -2.82 2.21 1.02
F -1.09 1.03 1.82
B -1.62 1.52 3.30
F -0.60 1.16 4.12
F -1.77 2.86 3.11
F -2.78 0.83 3.44
*
```

---

No. 7
A molecular structure, C35H37NO2P2W in a non-equilibrium geometry. Source: the Open Molecules 2025 dataset; level of theory: ωB97M-V with the def2-TZVPD basis set.

Results
**Lowest unoccupied orbital energy (alpha / beta)**: -8.24 / -8.35 eV
**Gap between HOMO and LUMO (alpha / beta)**: 0.2109 / 0.2116 Ha
**Strongest force on any atom**: 4.08 eV/Å
**Expectation value of S²**: 2.135
**Energy relative to the best compared isomer or geometry (same formula, charge and spin)**: 20.8 kcal per mole

```
! wB97M-V def2-TZVPD RIJCOSX def2/J DEFGRID3
* xyz 2 3
W 0.46 -1.30 -0.48
C -1.70 0.31 -2.26
C -2.08 -0.99 -2.19
C -1.63 -2.10 -3.08
C -0.06 -2.14 -3.36
C 0.87 -1.63 -2.37
C 1.27 -0.26 -2.16
C 0.66 0.93 -3.00
C -0.83 0.83 -3.34
C 1.69 -0.40 2.82
H -2.15 1.08 -1.58
H -2.94 -1.21 -1.55
H -2.08 -1.99 -4.08
H -1.95 -3.08 -2.67
H 0.22 -3.22 -3.35
H 0.19 -1.66 -4.30
H 1.51 -2.39 -1.81
H 2.37 -0.17 -2.12
H 1.19 1.04 -3.96
H 0.85 1.89 -2.49
H -1.16 1.85 -3.57
H -1.00 0.31 -4.30
H 0.67 -0.11 3.05
H 2.36 -0.22 3.67
H 1.65 -1.51 2.63
P -2.28 0.12 1.47
P 2.33 0.41 1.35
C -0.61 0.00 0.71
C 0.75 0.58 0.35
C -3.01 -1.60 1.22
C -2.66 -2.65 0.34
C -3.28 -3.90 0.36
C -4.23 -4.18 1.34
C -4.53 -3.20 2.31
C -3.90 -1.95 2.24
C -3.40 1.44 0.73
C -2.87 2.75 0.75
C -3.64 3.84 0.32
C -4.95 3.65 -0.10
C -5.47 2.36 -0.16
C -4.72 1.27 0.29
C 3.88 -0.57 1.08
C 3.79 -1.97 1.24
C 4.92 -2.77 1.47
C 6.18 -2.18 1.43
C 6.32 -0.83 1.18
C 5.17 -0.02 1.02
C 2.85 2.16 0.99
C 2.46 3.17 1.89
C 2.61 4.51 1.51
C 3.18 4.82 0.28
C 3.57 3.84 -0.61
C 3.45 2.50 -0.25
H -1.07 -0.45 -0.53
H 0.78 1.44 -0.40
H -1.88 -2.56 -0.42
H -2.97 -4.66 -0.37
H -4.71 -5.17 1.37
H -5.21 -3.42 3.13
H -4.06 -1.25 3.05
H -1.85 2.92 1.10
H -3.19 4.83 0.32
H -5.55 4.50 -0.41
H -6.48 2.20 -0.55
H -5.18 0.27 0.28
H 2.82 -2.47 1.21
H 4.80 -3.83 1.68
H 7.07 -2.80 1.57
H 7.31 -0.37 1.12
H 5.30 1.04 0.84
H 2.09 2.90 2.87
H 2.30 5.30 2.18
H 3.32 5.84 0.00
H 4.00 4.06 -1.58
H 3.85 1.70 -0.88
O 0.03 -3.30 1.78
N 0.21 -2.62 0.81
O -2.08 0.44 2.93
*
```

---

No. 8
A single C2H5N3S molecule in a non-equilibrium geometry. Source: the Open Molecules 2025 dataset; level of theory: ωB97M-V with the def2-TZVPD basis set.

Results
**SMILES**: N/N=C/C(N)=S
**Lowest unoccupied orbital energy**: -0.09 eV
**Gap between HOMO and LUMO**: 0.3092 Ha
**Strongest force on any atom**: 6.52 eV/Å
**Energy relative to the best compared isomer or geometry (same formula, charge and spin)**: 78.2 kcal per mole

```
! wB97M-V def2-TZVPD RIJCOSX def2/J DEFGRID3
* xyz 0 1
C -0.69 -0.38 0.18
C 0.77 0.33 0.03
H -3.60 -0.06 0.26
H -2.73 -1.32 0.67
H -0.59 -1.54 0.55
H 1.48 2.31 -0.18
H -0.14 2.17 0.23
N -2.89 -0.47 -0.17
N -1.79 0.35 -0.17
N 0.76 1.68 0.09
S 2.04 -0.77 -0.06
*
```